No. 1
Computed, not measured: a molecular structure, C26H48IrOP2, with ωB97M-V with the def2-TZVPD basis set.

The geometry in ORCA input format:
```
! wB97M-V def2-TZVPD RIJCOSX def2/J DEFGRID3
* xyz 2 6
Ir 0.8178 -1.3076 0.9417
C -1.2670 -1.0411 2.9227
C -0.8184 -2.0161 1.9460
C 0.8273 -1.6873 3.6264
C -0.3051 -0.9003 3.9205
C 0.5486 -2.5209 2.4491
C -2.6013 -0.4121 2.9144
H -3.1029 -0.5480 1.9570
H -2.5648 0.6700 3.0879
H -3.2560 -0.8330 3.6870
C -0.5202 -0.0791 5.1554
H -1.5896 0.1706 5.2552
H 0.0512 0.8626 5.1540
H -0.2345 -0.6482 6.0497
C 2.0473 -1.7353 4.4429
H 1.8381 -2.1273 5.4426
H 2.4588 -0.7303 4.6040
H 2.8181 -2.3694 3.9991
C 0.9600 -3.9287 2.2116
H 0.1749 -4.6460 2.4701
H 1.8438 -4.1724 2.8035
H 1.1831 -4.0318 1.1497
C -1.7437 -2.8406 1.1306
H -2.2038 -3.6707 1.6829
H -1.2043 -3.2174 0.2570
H -2.5428 -2.1887 0.7664
C -1.9129 2.7088 -0.1896
C -2.8729 1.7952 -0.3827
C -2.8098 0.6522 -1.3263
C -1.7052 -0.4694 -1.2983
C -0.2504 -0.3033 -0.9776
C 0.6764 0.6659 -1.5394
C 0.5606 2.1978 -1.3248
C -0.7477 3.0492 -1.0731
H -2.8056 1.0567 -2.3447
H -1.7334 -0.9230 -2.3122
H -3.7644 0.1055 -1.2806
H -1.0891 3.4696 -2.0352
H -1.9580 3.2876 0.7362
H -3.8261 1.8902 0.1494
H -0.3066 3.9106 -0.5420
H 1.2194 2.3819 -0.4510
H 1.7085 0.4451 -1.2032
H 1.0852 2.5954 -2.2187
H -2.0850 -1.2730 -0.6502
H 0.2734 -1.3659 -0.9731
P -0.9499 1.3888 -3.6801
C -1.0686 3.1336 -4.3460
C -2.1978 0.5844 -4.7679
P 1.2540 -0.3916 -3.1390
C 0.6261 0.7912 -4.4206
C 0.5801 -2.0497 -3.3738
C 3.0285 -0.6912 -3.0718
H -0.2548 3.7751 -3.9753
H -2.0108 3.6131 -4.0337
H -1.0402 3.0920 -5.4469
H -1.9550 0.8478 -5.8064
H -3.2038 0.9438 -4.5046
H -2.1625 -0.4993 -4.5981
H 3.5240 -0.3613 -3.9731
H 3.1840 -1.7668 -2.9565
H 3.4907 -0.2319 -2.1954
H 1.2864 1.6456 -4.6155
H 0.4467 0.2599 -5.3686
H 1.3931 -2.7419 -3.1400
H 0.2813 -2.2077 -4.4029
H -0.2355 -2.3069 -2.6989
C 1.7572 1.9389 3.1615
C 2.1576 1.2817 1.8553
C 3.3921 0.4126 1.9166
O 1.0209 0.5709 1.3654
H 1.4195 1.1763 3.8714
H 0.9452 2.6620 3.0117
H 2.6078 2.4599 3.6096
H 2.3364 2.0978 1.1327
H 3.4105 -0.1391 2.8631
H 3.3982 -0.2841 1.0678
H 4.2671 1.0683 1.8698
*
```

Calculated values
LUMO energy (alpha / beta) in eV: -6.07 / -7.82
Relative energy (zero: lowest compared OMol25 entry of this formula, charge and spin) in kJ/mol: 38.8
Frontier orbital gap (alpha / beta) in eV: 6.6 / 5.9
Calculated total energy in eV: -51180.5711
F_max in eV Å⁻¹: 4.01
Molecular weight in g mol⁻¹: 630.83
⟨S²⟩: 8.78

No. 2
Computed, not measured: 7 unconnected molecules or ions with the total composition C26H48O16, with ωB97M-V with the def2-TZVPD basis set.

The geometry in ORCA input format:
```
! wB97M-V def2-TZVPD RIJCOSX def2/J DEFGRID3
* xyz 0 1
C 1.6633 -0.3115 -2.2919
C 0.2720 -0.5424 -1.8890
O 0.1578 0.0282 -0.5584
C -0.1383 1.3758 -0.4424
C 0.0901 1.9930 0.9107
O -0.4770 2.1189 -1.3403
H 1.8115 -0.1476 -3.3593
H 2.2655 -1.2012 -2.1076
H 2.1366 0.5724 -1.8644
H -0.5034 -0.2585 -2.6006
H 0.1197 -1.6178 -1.7981
H 1.0159 2.5581 0.8024
H -0.0143 1.3313 1.7706
H -0.6300 2.7916 1.0884
C 1.9563 -2.4854 8.9416
C 1.5872 -1.0508 9.4221
O 0.4582 -0.6034 8.7088
C 0.2896 0.5931 8.0646
C -1.0747 0.7301 7.5236
O 1.1018 1.5379 8.0535
H 1.1183 -3.1575 9.1261
H 2.7791 -2.9289 9.5022
H 2.3114 -2.5320 7.9121
H 1.2302 -1.1016 10.4507
H 2.3967 -0.3225 9.3740
H -1.3374 -0.2475 7.1193
H -1.0717 1.5057 6.7576
H -1.7509 1.0330 8.3231
C 2.8602 8.2751 -1.1925
C 3.3418 7.4589 0.0190
O 3.3987 8.2297 1.1565
C 2.3154 8.6211 1.8569
C 2.5961 8.8095 3.3358
O 1.1512 8.7971 1.4805
H 2.0759 7.6618 -1.6363
H 3.5201 8.6825 -1.9583
H 2.3581 9.1709 -0.8270
H 2.5996 6.6706 0.1452
H 4.3261 7.0211 -0.1470
H 3.1398 9.7058 3.6343
H 2.8875 8.0084 4.0151
H 1.6685 9.0313 3.8634
C 6.9933 -9.2958 -5.7456
C 5.6222 -8.6803 -5.6337
O 5.5942 -7.5019 -6.4049
C 4.3492 -6.8237 -6.3965
C 4.5400 -5.4471 -6.9295
O 3.2300 -7.0694 -5.8809
H 7.0192 -10.0292 -4.9397
H 7.9079 -8.7094 -5.6565
H 6.9770 -9.6147 -6.7877
H 4.7849 -9.2716 -6.0043
H 5.3634 -8.4437 -4.6017
H 4.9097 -4.7969 -6.1365
H 3.6064 -4.9360 -7.1646
H 5.2861 -5.4919 -7.7229
C -7.3842 2.0297 0.1360
C -6.1278 2.4922 -0.6370
O -5.6437 3.6281 -0.0315
C -6.1154 4.9111 -0.1507
C -5.4241 5.8645 0.7512
O -6.9395 5.3743 -1.0157
H -7.8242 1.1846 -0.3934
H -8.0455 2.8759 0.3228
H -7.0593 1.7673 1.1428
H -5.4130 1.6748 -0.7318
H -6.5192 2.6764 -1.6375
H -6.1242 5.9682 1.5801
H -5.3324 6.8090 0.2148
H -4.5254 5.5258 1.2667
O -1.7237 -3.7553 -8.2534
C -2.2319 -2.6466 -8.2019
O -2.9562 -2.1604 -7.2306
C -3.4104 -0.8305 -7.4955
C -2.4074 -0.4319 -8.6268
O -2.0033 -1.7277 -9.0753
H -4.4534 -0.8612 -7.8107
H -3.2313 -0.4222 -6.5009
H -1.6148 0.2205 -8.2602
H -2.8945 0.2052 -9.3649
O -2.8695 -4.0657 6.9447
C -2.3333 -4.4861 5.8905
O -1.6210 -5.7025 5.8649
C -1.0112 -5.7664 4.5477
C -1.7911 -4.7469 3.7068
O -2.3801 -3.8297 4.6469
H -0.0057 -5.3542 4.6323
H -1.0344 -6.8272 4.2979
H -2.6154 -5.0910 3.0821
H -1.1195 -4.1951 3.0491
*
```

Calculated values
LUMO energy in eV: 0.13
Relative energy (zero: lowest compared OMol25 entry of this formula, charge and spin) in kJ/mol: 0.0
Frontier orbital gap in eV: 10.3
Calculated total energy in eV: -60496.8776
F_max in eV Å⁻¹: 5.36
Molecular weight in g mol⁻¹: 616.65

Question: Among the records above, which one has the highest molecular weight?
Answer: C26H48IrOP2